(a)
Computed, not measured: one molecule with the formula C7H10, with ωB97M-V with the def2-TZVPD basis set.

Its SMILES is C[C@@H]1[C@@H]2C=CC[C@H]12. For the LUMO energy, the calculation gives 1.2 eV. As for the highest occupied orbital energy: -8.7 eV. The charge is 0.

Last column: Löwdin charge in e.
Atoms and positions in Å:
C -1.7930 0.5555 -0.0866  -0.06
C -1.0106 -0.7356 -0.1984  -0.26
C 0.1576 -1.0836 0.6975  -0.20
C 0.8385 0.0521 1.3863  -0.06
C 1.3996 0.8922 0.5146  -0.10
C 1.2212 0.4290 -0.9154  -0.15
C 0.3744 -0.8352 -0.7838  -0.20
H -2.5614 0.6023 -0.8653  0.07
H -2.2957 0.6290 0.8842  0.08
H -1.1592 1.4397 -0.1946  0.07
H -1.6334 -1.5991 -0.4309  0.13
H 0.1986 -2.0804 1.1304  0.13
H 0.8413 0.1736 2.4660  0.10
H 1.9077 1.8165 0.7736  0.10
H 0.7405 1.1973 -1.5379  0.11
H 2.1897 0.2089 -1.3839  0.11
H 0.5843 -1.6621 -1.4557  0.13

(b)
Computed, not measured: one molecule with the formula C7H10, with ωB97M-V with the def2-TZVPD basis set.

For the LUMO energy, the calculation gives 0.1 eV. As for the highest occupied orbital energy: -7.9 eV. The charge is 0.

Last column: Löwdin charge in e.
Atoms and positions in Å:
C 2.5591 0.3681 -0.0919  -0.13
C 1.2906 -0.4495 0.1591  -0.31
C 0.1980 0.1178 -0.6764  0.03
C -0.9049 -0.8391 -0.9483  -0.25
C -1.8086 -0.5712 0.2870  -0.21
C -1.8719 0.8678 0.5904  -0.17
C -2.0368 2.0455 0.7732  0.12
H 2.6310 0.5795 -1.1629  0.07
H 3.4644 -0.1553 0.2261  0.07
H 2.4947 1.3335 0.4186  0.07
H 1.4460 -1.5305 -0.0107  0.11
H 0.9894 -0.3661 1.2205  0.13
H -1.4583 -0.5585 -1.8513  0.11
H -0.6329 -1.9061 -0.9964  0.11
H -1.4346 -1.1417 1.1449  0.12
H -2.8288 -0.9082 0.0845  0.12
H -2.1568 3.1007 0.8658  0.03

(c)
Computed, not measured: one molecule with the formula C7H10, with ωB97M-V with the def2-TZVPD basis set.

For the LUMO energy, the calculation gives 0.3 eV. As for the highest occupied orbital energy: -7.8 eV. The charge is 0.

Last column: Löwdin charge in e.
Atoms and positions in Å:
C 1.2989 1.3124 -0.0418  -0.10
C 1.9828 0.0547 -0.4920  -0.08
C 0.5266 0.0207 -0.1025  -0.59
C -0.6724 -0.0785 -1.0439  -0.14
C -1.7648 0.0103 -0.0016  -0.17
C -2.0535 -1.0454 0.7739  -0.04
C 0.3308 -0.8898 1.0413  0.19
H 1.0905 2.0641 -0.7995  0.10
H 1.5594 1.7085 0.9363  0.10
H 2.2137 -0.0864 -1.5425  0.11
H 2.6971 -0.4093 0.1856  0.10
H -0.6988 0.7360 -1.7755  0.11
H -0.6996 -1.0307 -1.5834  0.12
H -2.1194 1.0030 0.2685  0.11
H -1.7628 -2.0494 0.4959  0.06
H -2.5971 -0.9362 1.7069  0.07
H 0.6686 -0.3839 1.9743  0.04

The most stable of them is (a).

(a)
Computed, not measured: a 2-piece molecular cluster, C3H11NO overall, with ωB97M-V with the def2-TZVPD basis set.

Its SMILES is CN(C)C.O. For the LUMO energy, the calculation gives 0.9 eV. As for the highest occupied orbital energy: -9.1 eV. The charge is 0.

Last column: Löwdin charge in e.
Atoms and positions in Å:
C -1.4455 0.3425 0.1288  -0.10
N -0.0629 -0.0268 -0.1065  -0.38
C 0.1218 -1.4642 -0.0305  -0.11
C 0.4368 0.5103 -1.3593  -0.10
H -1.7107 0.0102 1.1361  0.09
H -2.1176 -0.1674 -0.5707  0.09
H -1.5142 1.4277 0.1204  0.09
H 1.1725 -1.7152 -0.1387  0.09
H -0.1805 -1.8215 0.9520  0.09
H -0.4446 -2.0298 -0.7815  0.09
H 1.5354 0.5077 -1.3316  0.09
H 0.1028 1.5335 -1.4707  0.08
H 0.1697 -0.1348 -2.2101  0.09
O 1.4265 0.7926 2.1930  -0.09
H 0.9744 0.4863 1.3801  -0.02
H 1.5360 1.7487 2.0893  0.03

(b)
Computed, not measured: a 2-piece molecular cluster, C3H11NO overall, with ωB97M-V with the def2-TZVPD basis set.

Its SMILES is NCO.CC. For the LUMO energy, the calculation gives 0.9 eV. As for the highest occupied orbital energy: -9.2 eV. The charge is 0.

Last column: Löwdin charge in e.
Atoms and positions in Å:
N 0.2175 -3.3089 -0.3280  0.03
C -0.5434 -2.4599 -1.1554  -0.34
O -1.1175 -1.3471 -0.4033  -0.09
H 0.5303 -2.9176 0.5354  0.07
H -0.0247 -4.2789 -0.3434  0.07
H -0.0323 -1.9698 -1.9791  0.10
H -1.4654 -2.7454 -1.6968  0.12
H -0.4505 -0.7742 -0.0453  0.04
C 0.5079 1.9518 1.2816  -0.16
C 0.2079 2.9285 0.1185  -0.17
H 1.2816 1.2325 1.0420  0.05
H -0.4665 1.4656 1.3660  0.06
H 0.8491 2.4452 2.1906  0.06
H -0.6658 2.6371 -0.4447  0.05
H 0.1666 3.9612 0.4603  0.05
H 1.0051 3.1800 -0.5983  0.06

The most stable of them is (a).

(a)
Computed, not measured: a 2-piece molecular cluster, C3H11NO overall, with ωB97M-V with the def2-TZVPD basis set.

Its SMILES is NCO.CC. For the LUMO energy, the calculation gives 0.9 eV. As for the highest occupied orbital energy: -9.5 eV. The charge is 0.

Last column: Löwdin charge in e.
Atoms and positions in Å:
N 1.1949 0.8224 -1.4879  0.01
C 2.0425 0.2084 -0.4965  -0.34
O 3.0305 1.1193 0.0256  -0.07
H 1.2952 1.8150 -1.6413  0.07
H 1.2446 0.4709 -2.4282  0.06
H 1.4704 0.1105 0.4272  0.08
H 2.3107 -0.7741 -0.8829  0.12
H 3.4140 1.5085 -0.7756  0.08
C -2.4820 -1.2419 0.7803  -0.17
C -1.4942 -0.1091 0.9934  -0.18
H -2.7665 -1.7160 1.7235  0.06
H -2.2289 -1.9293 -0.0198  0.06
H -3.4551 -0.8089 0.5160  0.06
H -0.5134 -0.5572 1.1897  0.05
H -1.4527 0.5988 0.1707  0.06
H -1.6101 0.4828 1.9060  0.06

(b)
Computed, not measured: a 2-piece molecular cluster, C3H11NO overall, with ωB97M-V with the def2-TZVPD basis set.

Its SMILES is CNC.CO. For the LUMO energy, the calculation gives 1.0 eV. As for the highest occupied orbital energy: -9.3 eV. The charge is 0.

Last column: Löwdin charge in e.
Atoms and positions in Å:
C -1.0506 -1.2687 -0.7028  -0.14
N -0.1453 -1.0837 0.4119  -0.20
C -0.8773 -0.9231 1.6744  -0.14
H -1.2488 -0.2985 -1.1658  0.07
H -0.6124 -1.8910 -1.4771  0.08
H -1.9931 -1.6740 -0.3489  0.07
H 0.4939 -1.8614 0.5119  0.10
H -0.1661 -0.9280 2.4991  0.08
H -1.7182 -1.6125 1.7818  0.07
H -1.2761 0.1021 1.6963  0.08
C 1.2316 1.5362 -1.3427  -0.17
O 0.8620 1.8068 -0.0141  -0.14
H 0.6118 2.1681 -1.9779  0.08
H 2.2583 1.7929 -1.4372  0.06
H 1.0957 0.5007 -1.6474  0.06
H 0.4251 1.0573 0.4221  0.03

The most stable of them is (a).

(a)
Computed, not measured: C2H3N3 as an isolated structure, with ωB97M-V with the def2-TZVPD basis set.

For the LUMO energy, the calculation gives 1.1 eV. As for the highest occupied orbital energy: -8.9 eV. The charge is 0.

Last column: Löwdin charge in e.
Atoms and positions in Å:
C 0.0382 -1.2308 0.0079  -0.28
C 0.9604 0.7516 0.0590  0.03
N 1.1262 -0.4897 0.0454  0.01
N -1.0381 -0.4925 -0.0019  -0.09
N -0.8980 0.7786 0.0235  0.01
H 0.1260 -2.3692 0.0223  0.13
H 1.4189 1.6940 0.0971  0.06
H -1.7335 1.3580 -0.2533  0.12

(b)
Computed, not measured: one molecule with the formula C2H3N3, with ωB97M-V with the def2-TZVPD basis set.

Its SMILES is c1cn[nH]n1. For the LUMO energy, the calculation gives 1.2 eV. As for the highest occupied orbital energy: -10.2 eV. The charge is 0.

Last column: Löwdin charge in e.
Atoms and positions in Å:
C 0.1344 -0.9916 -0.2634  -0.15
C 0.9856 0.0476 0.1982  -0.16
N 0.2532 1.1250 0.4118  0.03
N -0.9529 0.7574 0.0566  -0.11
N -1.1021 -0.4997 -0.3342  0.04
H 0.3531 -2.0114 -0.5762  0.10
H 2.0460 0.1964 0.2470  0.09
H -1.7173 1.3763 0.2602  0.15

The most stable of them is (b).

(a)
Computed, not measured: one molecule with the formula C2H3N3, with ωB97M-V with the def2-TZVPD basis set.

Its SMILES is c1cn[nH]n1. For the LUMO energy, the calculation gives 1.2 eV. As for the highest occupied orbital energy: -10.2 eV. The charge is 0.

Last column: Löwdin charge in e.
Atoms and positions in Å:
C -0.0497 -0.8986 -0.5827  -0.14
C 0.8765 0.1894 -0.5394  -0.15
N 0.5115 0.9836 0.4586  0.02
N -0.5698 0.4322 0.9374  -0.11
N -0.9615 -0.6843 0.3615  0.04
H -0.1434 -1.8665 -1.0724  0.09
H 1.4752 0.8751 -1.1283  0.10
H -1.1389 0.9691 1.5654  0.15

(b)
Computed, not measured: one molecule with the formula C2H3N3, with ωB97M-V with the def2-TZVPD basis set.

For the LUMO energy, the calculation gives 0.4 eV. As for the highest occupied orbital energy: -9.0 eV. The charge is 0.

Last column: Löwdin charge in e.
Atoms and positions in Å:
N 1.0400 -0.0975 -0.2007  -0.06
N 0.5413 1.0210 0.2588  0.05
C -0.7543 0.8011 0.4281  -0.21
C -1.1325 -0.5526 0.1953  -0.09
N 0.0722 -1.1142 -0.1621  -0.04
H 2.0382 -0.2686 -0.1463  0.15
H -1.4241 1.6061 0.6808  0.08
H -0.3808 -1.3953 -1.0539  0.12

(c)
Computed, not measured: one molecule with the formula C2H3N3, with ωB97M-V with the def2-TZVPD basis set.

Its SMILES is c1c[nH]nn1. For the LUMO energy, the calculation gives 1.0 eV. As for the highest occupied orbital energy: -10.0 eV. The charge is 0.

Last column: Löwdin charge in e.
Atoms and positions in Å:
C -0.4021 -0.8459 0.4066  -0.25
C 0.8167 -0.4986 -0.0283  0.03
N 0.3459 1.0712 -0.5135  0.00
N -0.9503 1.1001 -0.3478  -0.10
N -1.4172 0.0554 0.2288  -0.03
H -0.6004 -1.7975 0.8783  0.10
H 1.6808 -1.0012 0.4977  0.10
H 0.5266 1.9165 -1.1218  0.14

(d)
Computed, not measured: one molecule with the formula C2H3N3, with ωB97M-V with the def2-TZVPD basis set.

Its SMILES is c1nc[nH]n1. For the LUMO energy, the calculation gives 0.9 eV. As for the highest occupied orbital energy: -10.1 eV. The charge is 0.

Last column: Löwdin charge in e.
Atoms and positions in Å:
C 0.9475 -0.6228 0.5068  -0.24
N 0.4879 -0.8770 -0.7383  0.06
C -0.4918 0.0110 -0.8479  -0.20
N -0.6233 0.7335 0.2808  -0.01
N 0.3343 0.3607 1.1619  0.04
H 1.8015 -1.1464 0.8606  0.09
H -1.1580 0.0606 -1.6784  0.11
H -1.2980 1.4804 0.4545  0.16

The most stable of them is (d).

(a)
Computed, not measured: a 2-piece molecular cluster, C8H12N2O2 overall, with ωB97M-V with the def2-TZVPD basis set.

For the LUMO energy (spin up / spin down), the calculation gives -3.3 / -3.3 eV. As for the highest occupied orbital energy (spin up / spin down): -10.4 / -10.4 eV. The charge is 0.

Last column: Löwdin charge in e.
Atoms and positions in Å:
C -3.0666 -0.5345 0.4521  -0.18
C -0.4409 -0.8123 -0.0956  0.00
C 0.2080 0.2904 -0.7943  -0.36
C 0.3404 0.0766 0.7577  -0.35
C 1.3206 -0.0863 -1.7557  0.00
C -0.5554 1.5111 -1.2634  -0.01
C 1.5819 -0.5049 1.4051  0.00
C -0.3466 1.1010 1.6415  -0.01
N -4.1787 -0.4012 0.6557  -0.06
N -0.4934 -2.1868 -0.3226  -0.34
O -0.3801 -2.9317 0.6367  0.13
O -0.6671 -2.5506 -1.4760  0.12
H 0.8971 -0.3485 -2.7227  0.10
H 1.8979 -0.9376 -1.4049  0.08
H 1.9908 0.7614 -1.8861  0.10
H -0.7949 1.3997 -2.3191  0.10
H 0.0571 2.4050 -1.1512  0.10
H -1.4798 1.6461 -0.7112  0.08
H 1.2927 -1.1185 2.2565  0.10
H 2.2261 0.2973 1.7566  0.10
H 2.1451 -1.1330 0.7228  0.08
H 0.0096 2.1056 1.4279  0.09
H -0.1363 0.8757 2.6830  0.09
H -1.4276 1.0761 1.5072  0.06

(b)
Computed, not measured: a 2-piece molecular cluster, C8H12N2O2 overall, with ωB97M-V with the def2-TZVPD basis set.

Its SMILES is C1C[C@@H]2O[C@@H]2C1.Cc1cnno1. For the LUMO energy, the calculation gives 0.8 eV. As for the highest occupied orbital energy: -9.6 eV. The charge is 0.

Last column: Löwdin charge in e.
Atoms and positions in Å:
C -0.8493 -2.3644 1.7411  -0.18
C 0.3757 -2.9390 2.4776  -0.14
C 1.4988 -2.0022 2.0972  -0.25
O 1.1420 -0.6207 2.1992  -0.01
C 1.1027 -1.2372 0.9101  -0.28
C -0.2865 -1.6612 0.4918  -0.16
H -1.3521 -1.6283 2.3823  0.11
H -1.5927 -3.1327 1.4930  0.11
H 0.6213 -3.9526 2.1223  0.12
H 0.2266 -2.9984 3.5636  0.11
H 2.5391 -2.2398 2.3228  0.14
H 1.8174 -0.8642 0.1868  0.12
H -0.9163 -0.8152 0.1842  0.09
H -0.2110 -2.3559 -0.3681  0.12
C -1.9010 3.1365 -2.6492  -0.01
C -0.8556 2.3409 -1.9538  -0.34
C 0.1854 2.6447 -1.1430  -0.07
N 0.7956 1.4616 -0.8106  0.05
N 0.2017 0.4976 -1.3652  0.03
O -0.8646 1.0146 -2.1005  0.03
H -1.8414 2.9810 -3.7335  0.09
H -1.7700 4.2079 -2.4362  0.09
H -2.9041 2.8293 -2.3190  0.09
H 0.5615 3.5953 -0.7886  0.11

The most stable of them is (b).